2 unconnected molecules or ions with the total composition C5H9NO in a non-equilibrium geometry, computed with the ωB97M-V functional and the def2-TZVPD basis.

Element x y z (Å)
O (1.6022, 0.8989, 0.9758)
N (-1.4166, 0.7464, -0.2160)
C (0.5289, 0.1586, 0.5240)
C (0.6681, -1.1339, -0.1124)
C (-0.1555, 0.1871, -0.8172)
C (-0.8598, 0.4033, 1.1197)
C (-2.0357, -0.3249, 0.5351)
H (0.1794, -2.0650, 0.1510)
H (2.3457, 0.0615, -1.7751)
H (1.7142, -1.2695, -0.4395)
H (-2.9950, -0.0547, 0.9810)
H (-0.0876, 0.2195, -1.8953)
H (1.9790, 0.6895, -1.6655)
H (-0.9451, 1.0148, 2.0156)
H (-1.9995, -1.2970, 0.0531)
H (1.4773, 1.7656, 0.5656)

orbital gap: 10.026 eV
energy relative to the best compared isomer or geometry (same formula, charge and spin): 150.5 kcal/mol
HOMO energy: -8.93 eV
2S+1: 1
SMILES: O[C@]12C[C@H]1N1C[C@H]12.[H][H]
charge: 0